Entry from the OMol25 dataset: a structure of composition C12H10Cl2MnN5OS (ωB97M-V/def2-TZVPD).

Computed properties:
2S+1   5
Total charge   +2
<S²>   6.19
E_LUMO (alpha / beta)   -10.463 / -8.371 eV

Last column: Löwdin spin population.
Geometry (Å):
1 C 2.8420 -0.9026 2.5125  -0.001
2 C -0.3609 1.5083 -1.5599  -0.021
3 N 4.1322 -0.8629 2.4321  -0.007
4 C -2.7768 0.8726 -1.4750  0.000
5 H -4.7445 0.0131 -1.2896  0.001
6 H 5.4375 -0.8923 0.8655  0.000
7 N 4.4585 -0.9151 1.1349  -0.006
8 C -3.6903 -0.1890 -1.3904  0.019
9 H -3.9021 -2.3199 -1.3337  0.000
10 S 3.2136 -1.0995 -1.3278  -0.051
11 H 0.4950 -0.1951 1.1483  0.000
12 H -2.3442 4.2543 -1.2799  -0.001
13 C -3.2227 -1.4884 -1.4174  -0.002
14 H 2.5970 -0.8753 4.5930  0.000
15 C -3.0975 2.2685 -1.4058  0.026
16 C -0.7270 2.8738 -1.4486  0.018
17 Cl -4.7250 2.7572 -1.3077  0.009
18 C -2.0830 3.2111 -1.3804  -0.011
19 C -1.4104 0.5316 -1.5727  0.004
20 H 0.5306 -1.8423 1.3037  0.001
21 C 1.9807 -0.8871 3.7003  0.000
22 Cl 0.4810 4.0644 -1.3642  0.010
23 N 2.3199 -0.9831 1.2303  -0.002
24 N 0.9820 -1.0453 0.8437  0.042
25 H -1.4823 -2.7540 -1.5982  0.001
26 C -1.8552 -1.7338 -1.5480  0.013
27 Mn 1.0078 -0.8735 -1.6631  4.042
28 H 1.3422 -0.0019 3.7043  0.000
29 N -0.9604 -0.7556 -1.6155  -0.014
30 O 0.8414 1.0323 -1.5678  -0.071
31 H 1.3486 -1.7766 3.7189  0.000
32 C 3.3714 -0.9927 0.3572  0.003

Cartesian forces, eV/Å:
0.0 0.0 -0.4
-3.8 1.1 0.3
0.2 0.0 1.1
0.1 0.4 0.0
-0.1 0.0 0.0
-0.2 0.0 -0.1
-1.1 0.0 -1.0
0.3 -0.1 0.0
0.0 -0.1 -0.1
1.0 -0.3 -0.9
0.2 -0.1 -0.1
0.0 0.1 -0.1
0.2 0.0 0.0
0.0 0.0 0.1
0.9 -0.1 0.0
0.7 -2.0 -0.1
-0.2 0.1 0.0
-0.9 -0.3 0.0
0.6 1.8 0.1
0.2 0.1 -0.1
0.0 0.0 0.3
0.1 0.1 0.0
0.9 0.0 0.0
-0.1 0.0 -0.3
-0.1 0.1 0.0
-0.4 -0.5 0.0
-0.6 2.2 1.0
0.0 0.0 0.0
-0.3 -0.5 -0.2
3.0 -2.0 -0.3
0.0 0.0 0.1
-0.5 0.1 0.8

***

Entry from the OMol25 dataset: a cluster of 14 separate species, C42H122N10O14 in total (ωB97M-V/def2-TZVPD).

Computed properties:
Total charge   0
E_LUMO   0.612 eV

Last column: Löwdin charge in e.
Geometry (Å):
1 H -3.0374 -0.3929 -1.6758  0.101
2 H -4.7766 -3.3536 3.6381  0.056
3 H -1.3442 5.1960 2.1731  0.078
4 N -0.6798 4.4982 1.8869  0.065
5 O 5.7619 2.9003 0.3320  -0.204
6 H -4.8872 1.1072 -3.4106  0.124
7 H -0.4904 -8.5396 3.2844  0.099
8 O -0.6253 -5.7917 -2.4836  -0.122
9 N -4.4753 0.7545 -0.7523  0.053
10 H 7.7883 3.0923 -0.1804  0.093
11 C 1.4382 -1.4464 5.0487  -0.416
12 H -4.2016 0.0153 2.3122  0.102
13 H 6.1923 -0.8610 -2.5361  0.051
14 H 4.3528 -3.5047 2.2560  0.074
15 O -2.1837 2.3870 2.7481  -0.193
16 H -0.5050 4.6574 -0.7899  0.051
17 O 4.2348 -2.9200 0.3927  -0.225
18 H -1.5248 -2.2914 -4.3923  0.106
19 H 6.6398 -2.5228 -2.0854  0.083
20 C -3.3778 5.3450 -1.9695  -0.252
21 C 5.4402 1.8314 1.2089  -0.236
22 H -5.1696 -4.1966 2.1248  0.053
23 H -0.4489 3.4885 -2.0808  0.045
24 H -5.7238 -1.0827 -2.8010  0.057
25 H 1.1667 4.1432 4.7529  0.096
26 H -0.4777 -3.7685 -4.8716  0.098
27 N -2.3831 -5.3057 0.0712  0.057
28 O -0.4277 -3.4950 2.2726  -0.090
29 C 4.4135 -2.2589 -1.9691  -0.379
30 H -1.2043 2.4621 4.4627  0.086
31 C -0.1986 -1.9598 -2.1656  -0.164
32 H -1.5237 -0.2670 5.5652  0.085
33 H -2.1117 3.9886 3.8908  0.152
34 H 2.3075 2.8951 -1.8708  0.101
35 O 5.0011 1.2553 -3.0163  -0.149
36 H 3.4471 -0.4114 -2.2263  0.064
37 H -0.8377 -7.5759 0.2863  0.103
38 H -5.6361 4.8302 -1.0055  0.084
39 C -4.6685 -1.9587 1.8896  -0.357
40 C 4.7941 1.1016 -4.3620  -0.222
41 N -3.3777 -2.2326 1.1417  0.041
42 H -5.4125 -1.6421 1.1310  0.114
43 H 1.0806 3.8056 -2.8968  0.055
44 H 1.1667 5.3807 3.4734  0.078
45 H -0.9717 -7.1776 4.2283  0.072
46 H 1.8754 5.5292 -4.5109  0.117
47 C 5.9038 -1.6930 -1.8899  -0.036
48 N 3.3848 -1.2583 -1.6625  0.063
49 H 3.3564 7.2857 -6.4677  0.085
50 H 3.8506 1.2407 -0.0430  0.131
51 O -1.2636 -6.8301 2.1960  -0.217
52 O -0.2463 -3.1692 -2.9608  -0.230
53 H -3.5151 -3.0953 0.5599  0.060
54 H 2.1378 2.5804 1.3205  0.066
55 H -5.5271 0.9237 -0.7949  0.122
56 H -4.3639 0.2781 0.1275  0.030
57 C -1.2581 -7.7160 3.3329  -0.120
58 H -0.4901 0.1410 7.0629  0.103
59 H 3.3591 7.8852 -4.7609  0.085
60 H 6.0131 -1.4053 -0.8469  0.062
61 H 3.0537 3.5561 -4.1985  0.101
62 H -0.2534 -4.9119 -2.6033  0.028
63 H -0.0629 -3.2947 1.3528  0.013
64 H -1.7843 3.5154 -0.9985  0.049
65 C -0.8517 0.4391 6.0499  -0.076
66 H -0.4580 0.0210 -0.2764  0.065
67 H 1.3073 0.1148 3.5595  0.103
68 H -1.8779 6.8784 -3.1869  0.058
69 O -4.1530 3.5072 0.4271  -0.115
70 H -1.3741 1.3488 6.1292  0.051
71 H 1.7338 -2.6824 -0.3117  0.038
72 H 1.1655 -0.5647 -0.1444  0.076
73 C -1.4682 3.1036 3.6595  -0.228
74 C 3.1213 4.2408 -3.3980  -0.381
75 H 0.8431 -3.8872 -0.9371  0.063
76 H -5.9686 5.3111 -2.6993  0.091
77 H 3.4201 3.0357 2.4087  0.089
78 C -0.2417 -2.1432 -0.6611  -0.381
79 H -2.2509 -8.0974 3.5399  0.078
80 C 4.0284 1.4815 1.0446  -0.398
81 H -4.3569 -2.1471 -2.4711  0.083
82 H 4.1934 -2.7593 -2.9431  0.142
83 C 3.2212 2.7551 1.3698  -0.041
84 H -2.1601 1.8405 -4.9849  0.086
85 C -2.7487 -6.6854 0.2798  -0.448
86 C -0.2725 3.8133 3.0814  -0.464
87 H 0.2545 -2.2021 -4.6465  0.081
88 H 4.0833 -0.5275 1.7180  0.031
89 H 0.7891 -1.4699 -2.2341  0.115
90 H -0.1786 -0.7306 3.8191  0.084
91 H -3.8817 1.6140 -5.3870  0.090
92 H -1.6393 0.4425 3.0798  0.072
93 O -5.9073 -0.4756 3.4168  -0.158
94 C 2.0423 3.8741 -2.3723  -0.049
95 H 5.3224 -4.4950 1.0464  0.114
96 H 0.7784 -2.0587 5.6816  0.139
97 C 0.1106 -0.8311 0.0357  -0.036
98 H 2.7453 0.2302 2.1166  0.001
99 C 2.6746 -0.8247 5.7225  -0.067
100 H -1.0140 -1.2962 -2.5176  0.121
101 C -4.0133 -0.1012 -1.9107  -0.384
102 H -6.0726 3.5827 -2.1971  0.074
103 H -2.0869 0.9629 1.4301  0.062
104 C -5.7494 0.3618 4.5416  -0.109
105 C 4.3235 -3.9604 1.2811  -0.134
106 C -5.5750 4.5154 -2.0545  -0.088
107 H -3.9179 -0.9820 3.7354  0.119
108 H -5.4041 -1.5797 -1.2687  0.046
109 C -1.9772 5.0868 -2.4561  -0.412
110 H 5.0766 4.6860 -3.5133  0.081
111 H -3.0313 -8.3920 -0.9657  0.088
112 H -5.0722 1.1860 4.4633  0.080
113 H -1.8654 -4.8346 0.8412  0.057
114 C -1.1089 4.1617 -1.5242  -0.046
115 H -6.7267 0.7258 4.8492  0.092
116 H 5.1409 -4.0736 -1.0318  0.125
117 C 0.4983 4.7169 4.0388  -0.052
118 H -1.0181 6.7037 -1.7839  0.096
119 H -1.9555 4.5283 -3.3855  0.127
120 H 4.8367 7.5222 -5.5716  0.069
121 H 3.5087 3.5321 0.7220  0.051
122 H 1.0030 -6.4334 -3.5504  0.066
123 H 3.4481 -0.5842 4.9532  0.079
124 H -4.1525 2.8253 -0.2753  -0.004
125 H 3.5736 -0.9588 -0.7149  0.043
126 C -2.9250 1.0773 -5.1870  -0.110
127 C -0.5402 -2.8338 -4.2967  -0.088
128 H -3.5555 -6.6661 1.0290  0.135
129 H -4.1888 -7.1212 -1.3631  0.074
130 H -0.3977 -4.4364 2.3473  0.002
131 C -1.5361 1.1823 2.2969  -0.063
132 N 2.0065 -2.3782 4.0626  0.052
133 O 3.8516 5.8849 -5.0033  -0.192
134 H 7.3456 3.4750 1.4511  0.073
135 C -4.6230 -0.8099 2.9160  -0.236
136 H 6.8074 4.5302 0.0614  0.088
137 C -4.9322 -1.2849 -2.1661  -0.027
138 H 5.5154 2.1079 2.2783  0.134
139 H -3.5931 3.1139 1.1911  0.060
140 H 3.4847 -4.6938 1.1710  0.101
141 C 0.6791 -0.3270 4.3264  -0.181
142 C -3.1829 -7.2964 -1.0298  -0.049
143 H 2.4719 0.0321 6.4096  0.082
144 H 2.6238 -3.0326 4.4736  0.059
145 O -3.1196 0.2240 -4.0818  -0.188
146 H -1.7799 -5.1557 -0.7325  0.048
147 N -1.2128 6.2823 -2.7214  0.029
148 O -4.2092 4.3369 -2.3983  -0.207
149 C -5.2411 -3.2704 2.6778  -0.033
150 H -2.5444 -6.9455 -1.7923  0.040
151 N 3.7018 0.3275 2.0158  0.109
152 H -0.1600 -0.9094 1.1267  0.082
153 C 4.2794 -3.3851 -0.9527  -0.223
154 H -1.1921 -2.5288 -0.3507  0.098
155 N 0.8353 -3.1253 -0.2772  0.073
156 H 6.0729 0.9206 0.9687  0.146
157 H 4.7565 0.0908 -4.6686  0.055
158 H -3.4545 5.3716 -0.8433  0.130
159 H -0.4891 1.2337 1.9972  0.081
160 H 5.5204 1.5537 -5.0185  0.076
161 C 2.8444 5.6031 -4.0831  -0.221
162 H 4.6914 4.6226 -1.9282  0.071
163 H 3.3175 -3.8944 -1.1302  0.111
164 H 0.4980 3.1289 2.7393  0.102
165 H 3.1781 -1.6410 6.3097  0.079
166 H 2.9175 6.3743 -3.3077  0.129
167 H -2.6269 -2.4221 1.8499  0.063
168 H 0.1621 -7.6642 -2.6687  0.078
169 H -1.1921 3.8686 1.2800  0.050
170 H -3.7560 6.3106 -2.2822  0.114
171 H -2.1154 -8.5800 1.1481  0.135
172 C 0.4519 -6.6237 -2.6614  -0.190
173 C 6.9864 3.5262 0.4532  -0.119
174 H -3.3992 1.7207 -2.6550  0.121
175 O 0.2856 0.7856 5.2065  -0.214
176 N 4.4986 4.2141 -2.8199  0.062
177 H 3.7949 1.4731 -4.7324  0.087
178 H -5.4368 -0.2206 5.3711  0.073
179 H -2.7739 0.5045 -6.1310  0.094
180 H -0.0547 5.3508 4.7185  0.063
181 H 1.2218 -2.8110 3.6807  0.010
182 C -1.6708 -7.5636 0.9440  -0.132
183 H 1.2705 -6.5926 -1.9117  0.084
184 H 4.8771 2.2469 -2.8942  0.060
185 C 3.8250 7.2342 -5.4948  -0.069
186 H 1.8949 4.6521 -1.6613  0.067
187 H -6.2886 -3.0858 2.9019  0.061
188 C -3.9033 0.8265 -3.0691  -0.230

Cartesian forces, eV/Å:
1.5 -0.7 0.6
0.7 -0.2 0.5
-0.4 0.6 -0.2
0.2 0.8 -0.6
-1.3 -0.8 -0.1
-0.5 0.2 -0.5
-0.8 0.5 -0.5
-0.2 0.3 0.3
-1.6 0.3 -0.8
-0.4 -0.2 0.1
1.6 0.5 -0.2
-0.1 0.3 0.5
-0.6 0.0 0.1
-0.1 -0.2 0.5
-0.3 -1.3 -1.9
0.2 0.7 0.3
-0.2 1.4 -1.5
0.8 -0.7 0.0
-0.7 0.6 0.2
-0.2 0.2 1.9
2.1 -0.7 0.1
0.2 -0.1 -0.3
-0.4 0.4 0.0
-1.3 0.5 -1.8
-0.8 0.2 -1.0
-0.5 0.3 0.1
1.0 1.6 0.4
0.0 1.5 -1.0
1.2 0.5 -0.3
0.2 -0.2 1.2
0.2 0.7 -0.1
0.2 -0.4 0.1
0.0 -0.9 0.7
-0.4 1.1 -0.5
-0.2 1.7 0.8
0.4 -0.3 -0.1
1.1 -0.5 -0.4
-0.2 -0.1 -0.1
-0.7 -2.3 0.7
-1.7 0.4 -1.9
-0.6 0.1 1.3
0.3 -0.3 0.3
0.5 -0.3 0.1
-0.2 -0.2 0.0
0.1 0.6 0.0
-1.1 0.4 -0.6
-0.4 -1.5 -0.2
0.0 -0.2 -0.1
-0.4 0.1 -0.2
0.0 -0.1 0.9
-0.3 -2.1 -0.5
-0.2 0.8 1.3
0.3 0.9 0.9
0.2 0.1 -0.3
1.8 -0.3 -0.2
0.3 -0.5 0.2
0.9 0.0 -0.2
-0.4 -0.2 -0.8
-0.3 0.2 -0.1
0.3 0.2 0.1
0.4 -1.2 -0.8
-0.6 0.8 -0.1
0.1 -0.6 1.2
-0.5 -0.5 0.5
1.9 -0.1 -0.1
-0.6 0.4 -0.7
0.3 0.1 0.1
0.2 0.8 -0.2
1.3 -1.0 1.7
-0.9 1.1 0.5
0.5 0.4 -0.1
-0.3 -0.3 0.4
0.1 2.3 0.8
0.4 1.7 1.4
0.0 -0.2 -0.1
-0.4 -0.2 0.1
0.1 0.1 0.0
1.4 -0.7 -0.6
-0.2 -0.4 -0.2
-2.2 -0.9 -0.2
0.0 -0.3 -0.5
0.2 0.6 0.5
-0.8 -1.9 1.2
0.1 -0.3 -0.2
-0.3 0.0 1.1
1.4 -0.5 -0.3
0.3 0.6 -0.5
0.6 -1.3 -0.6
-0.2 -0.1 -1.0
-0.7 -0.2 -0.1
0.5 0.0 0.1
-0.1 -0.4 0.0
0.8 0.1 -0.4
0.5 -1.1 -1.0
-1.4 0.3 0.8
0.0 0.8 0.5
-0.3 -0.3 1.2
-2.2 -0.3 0.1
0.6 -0.8 1.1
0.4 -0.2 0.2
-2.3 0.9 1.1
-0.4 -0.6 -0.2
-0.7 -1.0 -1.1
-1.4 -0.3 0.3
1.4 -1.7 -0.3
1.1 1.2 0.2
0.0 -0.3 0.1
-0.4 -0.4 1.3
2.0 -1.5 0.6
0.2 -0.1 0.3
-0.3 0.4 -0.2
0.5 0.6 -0.7
-0.8 -0.9 -0.3
-1.0 -0.3 -0.8
-0.2 0.2 -0.4
-0.4 0.0 -0.2
1.2 -0.3 1.0
-0.1 -0.1 -1.2
-0.9 0.0 -0.4
1.2 0.5 -0.3
0.2 1.0 -0.8
0.2 0.2 -1.3
-0.9 0.3 0.4
0.1 0.0 0.5
-0.1 0.2 0.2
-1.3 0.4 -0.6
-0.5 -0.2 -0.3
-0.1 -0.1 -0.3
-0.6 0.3 0.3
0.0 -1.2 0.1
-0.4 0.9 0.8
-0.1 2.1 -0.3
0.3 0.2 -0.8
0.3 0.5 1.1
0.8 0.3 -1.7
0.4 0.2 0.5
2.0 -0.4 1.0
0.7 0.0 -0.3
-1.3 0.8 -1.8
0.5 0.5 0.2
0.1 0.6 1.0
0.1 -1.5 0.6
0.1 -0.7 -0.7
0.5 -0.7 0.6
-0.1 -0.3 -0.3
-0.2 -0.5 -0.2
0.2 0.8 1.3
-0.7 -1.5 -0.7
-0.2 2.0 -1.2
0.8 0.4 -1.0
2.1 3.3 -1.0
0.8 -0.1 -0.9
-0.3 -0.1 0.3
-0.6 -0.2 0.4
-1.5 0.2 0.4
-0.3 0.9 0.4
0.2 -1.5 0.1
0.5 0.1 -0.7
0.1 0.6 0.3
0.6 0.5 0.0
0.8 -0.5 1.8
-0.6 0.3 0.6
0.4 -0.3 -0.2
0.0 -0.6 0.1
-0.5 0.7 -0.1
-0.6 0.1 0.1
-0.8 -0.1 -1.0
-0.4 -0.3 -0.1
0.0 0.0 0.0
0.0 0.6 -0.6
0.7 1.0 0.1
1.7 -1.5 0.7
0.6 0.0 -1.3
-0.2 0.0 -0.5
-0.6 -1.9 -0.6
-0.2 -1.0 -1.9
0.6 0.0 0.5
0.7 -0.8 1.0
0.5 0.2 0.9
-0.8 0.2 -0.1
-1.2 -1.5 -1.3
-1.1 1.3 1.5
-0.6 0.4 0.4
0.3 -0.9 0.6
-0.4 -1.2 0.7
0.1 0.6 0.9
-0.2 0.0 -0.1
1.3 0.7 0.3

***

Entry from the OMol25 dataset: a cluster of 2 separate species, C3H4INO in total (ωB97M-V/def2-TZVPD).

Computed properties:
Relative energy (zero: lowest compared OMol25 entry of this formula, charge and spin)   4.013 eV
Total charge   0
E_LUMO (alpha / beta)   -0.509 / -0.551 eV

Last column: natural (NBO) charge in e.
Geometry (Å):
1 N -0.7260 -0.9876 0.6091  -0.558
2 C 0.6078 0.5682 -0.4231  -0.191
3 H 1.4635 0.7303 0.1517  0.187
4 H -0.0540 -2.6753 -0.4997  0.216
5 O 0.7844 -0.7353 -0.9743  -0.467
6 H 0.5725 1.4029 -1.1847  0.233
7 C 0.0130 -1.5700 -0.2091  0.421
8 I -0.4178 1.5076 2.3658  0.198
9 H -1.7901 1.4172 -0.4349  -0.017
10 C -0.4533 0.3421 0.5992  -0.023

Cartesian forces, eV/Å:
-1.7 -0.6 2.7
0.4 0.7 -0.5
2.0 0.5 0.8
0.5 1.9 0.5
0.0 -1.3 -0.7
-0.5 -1.4 0.8
0.6 -0.8 -2.7
0.0 -0.5 -0.4
1.1 -1.5 1.3
-2.4 3.0 -1.8

***

Number 1: largest force on an atom 3.96 eV Å⁻¹. Number 2: largest force on an atom 4.06 eV Å⁻¹. Number 3: largest force on an atom 4.26 eV Å⁻¹.